Entry 1:
Density functional theory data (the ωB97M-V functional and the def2-TZVPD basis) for 12 unconnected molecules or ions with the total composition C48H96O20.

As for the HOMO energy: -9.23 eV. As for the structure (SMILES): CCOC(=O)OC.CCOC(=O)OC.CCOC(=O)OC.CCOC(=O)OC.C1CCOC1.C1CCOC1.C1CCOC1.C1CCOC1.C1CCOC1.C1CCOC1.C1CCOC1.C1CCOC1. As for the frontier orbital gap: 9.40 eV. The value obtained for the relative energy (zero: lowest compared OMol25 entry of this formula, charge and spin) is 163.74 kcal/mol. For the LUMO energy, the calculation gives 0.2 eV. Its charge is 0.

Atoms and positions in Å:
C: 1.9572 9.5065 -4.1648
C: 0.7377 10.3222 -3.7436
O: 0.0693 9.5687 -2.7505
C: 0.2567 9.6036 -1.4102
O: 1.1948 10.2364 -0.9026
O: -0.6985 8.9504 -0.8593
C: -1.0341 8.9928 0.5100
H: 2.7767 10.0003 -4.6870
H: 1.5822 8.5382 -4.4960
H: 2.4456 9.0493 -3.3043
H: -0.0766 10.3556 -4.4674
H: 0.9381 11.2956 -3.2959
H: -0.1612 9.3622 1.0483
H: -1.1814 7.9615 0.8304
H: -1.8848 9.6100 0.7988
C: -5.8406 -2.1647 12.7578
C: -5.4963 -2.2251 11.2506
O: -4.1496 -2.1087 10.9396
C: -3.7678 -1.7745 9.7396
O: -4.4342 -1.3868 8.7398
O: -2.4528 -1.9208 9.7518
C: -1.7629 -1.5906 8.5886
H: -6.9064 -2.0864 12.9723
H: -5.3269 -1.4159 13.3607
H: -5.6356 -3.1289 13.2231
H: -6.1521 -1.5002 10.7682
H: -5.7369 -3.1601 10.7446
H: -0.6811 -1.7092 8.6497
H: -2.1288 -0.6850 8.1048
H: -1.9628 -2.4647 7.9688
C: 3.4821 -8.7425 -4.7804
C: 4.1278 -7.3787 -5.2717
O: 3.1553 -6.3075 -5.2026
C: 2.3639 -5.9948 -6.2836
O: 2.4250 -6.4669 -7.4533
O: 1.3806 -5.1439 -5.8828
C: 1.2989 -4.5734 -4.5666
H: 4.1130 -9.6304 -4.8228
H: 2.5257 -8.9812 -5.2458
H: 3.2262 -8.6530 -3.7247
H: 4.5165 -7.5021 -6.2825
H: 4.9823 -7.0657 -4.6717
H: 1.2026 -5.3167 -3.7751
H: 0.3656 -4.0350 -4.4019
H: 2.1929 -4.0741 -4.1932
C: -2.0654 0.4773 1.9294
C: -1.0577 0.8095 0.8831
O: -0.1333 1.7188 1.4362
C: 0.7914 2.2527 0.6337
O: 0.9767 1.8863 -0.5390
O: 1.3187 3.4369 1.2694
C: 2.4591 4.0958 0.7405
H: -2.6883 1.3462 2.1418
H: -1.7163 -0.0534 2.8151
H: -2.6797 -0.2968 1.4696
H: -1.5512 1.0972 -0.0453
H: -0.4652 -0.0728 0.6411
H: 2.5284 5.1169 1.1156
H: 2.3248 4.2493 -0.3303
H: 3.2845 3.4757 1.0902
C: 10.3116 6.0570 4.3353
C: 10.3054 4.6243 3.8883
C: 10.3179 4.8856 2.3572
O: 9.6210 6.1444 2.1601
C: 9.4586 6.8744 3.3226
H: 11.2653 6.5693 4.2091
H: 9.9618 6.2533 5.3488
H: 9.4110 4.0364 4.0947
H: 11.1327 4.0670 4.3278
H: 9.5339 4.2864 1.8941
H: 11.2267 4.7194 1.7789
H: 8.4214 6.8816 3.6576
H: 9.7783 7.8798 3.0486
C: 9.1317 5.7711 -5.5445
C: 8.2461 6.0333 -4.2958
C: 7.9781 4.5600 -4.0106
O: 7.6852 3.9408 -5.2714
C: 8.4595 4.5901 -6.2659
H: 10.1590 5.5970 -5.2242
H: 9.1752 6.6484 -6.1898
H: 7.2372 6.3688 -4.5358
H: 8.8188 6.4579 -3.4712
H: 7.0983 4.3106 -3.4175
H: 8.8547 4.1737 -3.4905
H: 7.7816 4.9824 -7.0240
H: 9.1660 3.9666 -6.8137
C: -8.3793 -5.6374 5.6795
C: -8.5660 -7.0144 6.2052
C: -7.5560 -7.8140 5.3210
O: -6.4192 -6.9098 5.2567
C: -6.8157 -5.6197 5.4851
H: -8.7402 -4.9527 6.4470
H: -8.9365 -5.4239 4.7673
H: -9.5985 -7.3300 6.0555
H: -8.2230 -7.2240 7.2183
H: -7.9266 -7.8696 4.2974
H: -7.3379 -8.8677 5.4951
H: -6.5237 -4.9838 4.6495
H: -6.3289 -5.2482 6.3869
C: -6.3519 4.4532 -2.2336
C: -5.1493 4.0157 -3.0872
C: -5.2865 2.5281 -3.2872
O: -5.9336 2.0520 -2.0925
C: -6.7256 3.1118 -1.5608
H: -7.1813 4.7681 -2.8669
H: -6.1269 5.3496 -1.6558
H: -4.2573 4.4722 -2.6583
H: -5.3680 4.4710 -4.0532
H: -4.3921 1.9598 -3.5423
H: -5.9282 2.3297 -4.1457
H: -6.6342 3.2222 -0.4802
H: -7.7951 3.0648 -1.7661
C: 0.9503 -7.9809 1.3054
C: 1.1030 -8.2906 2.7826
C: -0.0922 -7.4812 3.3696
O: -0.0195 -6.2262 2.5911
C: 0.2957 -6.6219 1.2419
H: 0.4846 -8.7878 0.7396
H: 1.9850 -7.7893 1.0215
H: 1.9876 -7.7557 3.1282
H: 1.2521 -9.3531 2.9749
H: 0.0474 -7.3963 4.4473
H: -1.0925 -7.9140 3.3863
H: 0.8585 -5.8496 0.7176
H: -0.5641 -6.6279 0.5719
C: 6.1123 -2.6483 -0.2670
C: 5.3613 -2.6860 1.0621
C: 6.0552 -1.6395 1.8512
O: 6.6804 -0.7570 0.8444
C: 6.3556 -1.1856 -0.4631
H: 5.5610 -3.0880 -1.0981
H: 7.0543 -3.1953 -0.3051
H: 5.3203 -3.5623 1.7089
H: 4.3305 -2.3962 0.8580
H: 6.7242 -2.1591 2.5371
H: 5.5146 -0.8722 2.4054
H: 7.2434 -1.1470 -1.0944
H: 5.5392 -0.6971 -0.9950
C: -11.9005 -5.5280 -1.4452
C: -11.4556 -4.2574 -0.7954
C: -9.9045 -4.3096 -0.9657
O: -9.6920 -5.7115 -0.8026
C: -10.6702 -6.4595 -1.5403
H: -12.2997 -5.2349 -2.4162
H: -12.7553 -5.9261 -0.8984
H: -11.5917 -4.2425 0.2859
H: -11.9726 -3.4003 -1.2270
H: -9.2704 -3.8167 -0.2287
H: -9.5598 -4.1686 -1.9901
H: -10.7435 -7.4810 -1.1672
H: -10.2828 -6.6447 -2.5422
C: 1.3400 2.7323 -8.4099
C: 0.6187 4.0046 -8.8597
C: -0.2919 4.5880 -7.8025
O: 0.4096 4.1147 -6.7028
C: 0.9067 2.8125 -6.9178
H: 2.4275 2.7797 -8.4666
H: 0.9331 1.8737 -8.9439
H: 0.0416 3.8368 -9.7690
H: 1.3977 4.7105 -9.1477
H: -1.3066 4.1929 -7.8493
H: -0.3659 5.6719 -7.8901
H: 0.0631 2.1512 -6.7197
H: 1.6495 2.5315 -6.1713

Entry 2:
Density functional theory data (the ωB97M-V functional and the def2-TZVPD basis) for 2 unconnected molecules or ions with the total composition H2NO5PS.

As for the HOMO energy (alpha / beta): -0.39 / 0.30 eV. As for the frontier orbital gap (alpha / beta): 5.96 / 6.42 eV. The value obtained for the relative energy (zero: lowest compared OMol25 entry of this formula, charge and spin) is 119.13 kcal/mol. For the LUMO energy (alpha / beta), the calculation gives 5.6 / 6.7 eV. Its charge is -2.

Atoms and positions in Å:
N: -0.2794 -0.2576 -1.7798
O: -0.2376 -2.2103 0.2621
O: 1.5878 0.4450 -0.0458
O: -2.3449 -0.7248 -0.2248
O: 1.5154 0.6245 3.6561
O: -0.2612 1.9797 0.6438
P: -0.8532 -0.8882 -0.1779
S: 0.4677 0.7212 0.9478
H: 0.7582 -0.3682 -1.5982
H: -0.3528 0.6787 -1.6834

Entry 3:
Density functional theory data (the ωB97M-V functional and the def2-TZVPD basis) for a gas-phase ion, C6H6NO4 (charge -1).

As for the HOMO energy: -4.65 eV. As for the structure (SMILES): O=C1CC(=O)N[C@H](C(=O)[O-])C1. As for the frontier orbital gap: 8.23 eV. The value obtained for the relative energy (zero: lowest compared OMol25 entry of this formula, charge and spin) is 0.00 kcal/mol. For the LUMO energy, the calculation gives 3.6 eV. Its charge is -1.

Atoms and positions in Å:
O: 1.2082 -1.3055 2.1689
C: 0.6369 -0.8273 1.2057
C: 0.9484 -1.4429 -0.1429
C: -0.1928 -1.1942 -1.0897
O: -0.4415 -2.0032 -1.9580
N: -1.0408 -0.1154 -0.9808
C: -0.7401 0.9364 -0.0064
C: 0.2912 1.9532 -0.5456
O: 1.2552 2.2660 0.1886
O: 0.0223 2.4750 -1.6515
C: -0.3778 0.2835 1.3429
H: 1.8147 -1.0064 -0.6067
H: 1.1130 -2.4977 0.0036
H: -1.4744 0.1455 -1.8699
H: -1.6400 1.5366 0.1270
H: -0.0880 1.0102 2.0862
H: -1.2945 -0.2139 1.7288

Entry 4:
Density functional theory data (the ωB97M-V functional and the def2-TZVPD basis) for a single C4H5ClF3N molecule.

As for the HOMO energy: -10.14 eV. As for the structure (SMILES): FC1(F)CC[C@@]1(F)NCl. As for the frontier orbital gap: 10.81 eV. For the LUMO energy, the calculation gives 0.7 eV. Its charge is 0.

Atoms and positions in Å:
F: 0.8378 -1.9406 -0.7839
C: 0.3714 -1.0408 0.1048
F: 1.0352 -1.2755 1.2572
C: -1.1517 -0.9728 0.2563
C: -1.1221 0.5251 -0.0970
C: 0.3967 0.4424 -0.3666
F: 0.6650 0.5244 -1.7290
N: 1.1800 1.3312 0.3938
Cl: 2.8937 0.9467 0.3842
H: -1.4902 -1.2137 1.2599
H: -1.6606 -1.5991 -0.4718
H: -1.6902 0.8053 -0.9797
H: -1.3557 1.1871 0.7314
H: 1.0907 2.2804 0.0404

Entry 5:
Density functional theory data (the ωB97M-V functional and the def2-TZVPD basis) for a molecular structure, C17H17NO2S.

As for the HOMO energy: -8.85 eV. As for the frontier orbital gap: 9.59 eV. The value obtained for the relative energy (zero: lowest compared OMol25 entry of this formula, charge and spin) is 13.09 kcal/mol. For the LUMO energy, the calculation gives 0.7 eV. Its charge is 0.

Atoms and positions in Å:
O: 1.7732 2.2877 0.9231
C: 1.5785 1.4231 0.0897
N: 2.5516 0.9725 -0.7376
H: 2.3431 0.2523 -1.4094
C: 3.9345 1.3760 -0.6041
C: 4.8006 0.2240 -0.1643
C: 5.9222 -0.1517 -0.8894
C: 6.6992 -1.2203 -0.4752
C: 6.3559 -1.9282 0.6633
C: 5.2352 -1.5611 1.3904
C: 4.4630 -0.4904 0.9796
H: 3.5924 -0.1962 1.5482
H: 4.9650 -2.1087 2.2813
H: 6.9606 -2.7632 0.9848
H: 7.5728 -1.5018 -1.0448
H: 6.1931 0.3980 -1.7800
H: 4.2941 1.7847 -1.5542
H: 3.9435 2.1691 0.1510
C: 0.2381 0.8047 -0.1220
C: 0.0630 -0.5191 -0.5203
C: -1.2041 -1.0382 -0.6737
C: -2.3294 -0.2471 -0.4353
C: -2.1609 1.0682 -0.0160
C: -0.8861 1.5777 0.1421
H: -0.7440 2.5934 0.4787
H: -3.0102 1.6970 0.1986
O: -3.5306 -0.8604 -0.6286
C: -4.7175 -0.1267 -0.4750
C: -5.1609 0.1412 0.9726
H: -5.1285 1.1734 1.3119
H: -4.6632 -0.5106 1.6889
S: -6.8564 -0.4491 0.6255
C: -5.9269 -0.9825 -0.8568
H: -6.4170 -0.7331 -1.7935
H: -5.7028 -2.0463 -0.8125
H: -4.6781 0.7999 -1.0633
H: -1.3539 -2.0628 -0.9757
H: 0.9146 -1.1646 -0.6828

Entry 6:
Density functional theory data (the ωB97M-V functional and the def2-TZVPD basis) for a molecular structure, C3H4O3Sr.

As for the HOMO energy (alpha / beta): -5.18 / -5.09 eV. As for the frontier orbital gap (alpha / beta): 4.77 / 4.52 eV. The value obtained for the relative energy (zero: lowest compared OMol25 entry of this formula, charge and spin) is 71.16 kcal/mol. For the LUMO energy (alpha / beta), the calculation gives -0.4 / -0.6 eV. Its charge is 0.

Atoms and positions in Å:
O: 1.8140 -0.3124 -0.5111
C: 1.2504 0.4780 -1.4718
C: -0.2471 0.4098 -1.4707
O: -0.8027 -0.5416 -0.9060
Sr: 0.5310 -1.4549 0.8531
H: 1.5532 0.2115 -2.5112
H: 1.4921 1.5631 -1.3864
H: -0.8123 1.0340 -2.1858
C: -0.6987 -0.2157 2.7144
O: -1.8949 -0.7000 2.9890
H: -2.1851 -0.4716 3.8865

Entry 7:
Density functional theory data (the ωB97M-V functional and the def2-TZVPD basis) for a single C2H2N2O3 molecule.

As for the HOMO energy: -9.15 eV. As for the structure (SMILES): O=c1[nH]c[n+]([O-])o1. As for the frontier orbital gap: 9.41 eV. The value obtained for the relative energy (zero: lowest compared OMol25 entry of this formula, charge and spin) is 73.18 kcal/mol. For the LUMO energy, the calculation gives 0.3 eV. Its charge is 0.

Atoms and positions in Å:
O: 1.7712 -1.4748 -0.9090
C: 0.8673 -0.7413 -0.6432
N: 0.7171 -0.1696 0.6295
C: -0.4798 0.5237 0.6696
N: -0.9922 0.5771 -0.5116
O: -1.9024 1.2471 -0.9867
O: -0.0995 -0.2417 -1.4192
H: 0.9395 -0.5474 1.5247
H: -0.8212 0.8267 1.6459

Entry 8:
Density functional theory data (the ωB97M-V functional and the def2-TZVPD basis) for a molecular structure, C48H48BrCl3F3N7O7PbS.

As for the HOMO energy: -3.57 eV. As for the frontier orbital gap: 6.95 eV. The value obtained for the relative energy (zero: lowest compared OMol25 entry of this formula, charge and spin) is 54.71 kcal/mol. For the LUMO energy, the calculation gives 3.4 eV. Its charge is -2.

Atoms and positions in Å:
Pb: -1.2900 0.0015 1.2191
N: -0.3732 0.2768 3.5639
C: 0.6193 1.1721 4.0395
C: 0.3116 2.6008 3.5437
C: 0.4389 2.7105 2.0080
O: 1.3582 3.3462 1.4969
O: -0.4839 2.1921 1.3077
H: -1.2982 0.5467 3.8050
H: -0.1744 -0.6402 3.9119
H: 1.5363 0.8470 3.7360
H: 0.8154 1.1729 5.1137
H: 1.0050 3.3449 3.9979
H: -0.7075 2.8655 3.9482
F: -2.7941 1.2117 -4.4781
C: -2.4863 -0.1290 -4.4604
F: -3.0010 -0.6562 -5.5601
F: -1.1520 -0.2034 -4.6267
C: -2.9461 -0.8825 -3.2228
C: -3.5079 -2.0905 -3.4052
C: -3.8002 -2.9706 -2.3582
C: -3.5463 -2.5092 -1.0955
N: -2.9257 -1.3021 -0.9116
C: -2.5184 -0.5270 -1.9221
S: -1.8276 0.9799 -1.4941
H: -3.7989 -2.3094 -4.3969
H: -4.2449 -3.9387 -2.3980
H: -3.9422 -3.0140 -0.2323
Cl: -1.7266 -4.5775 0.4643
C: -0.4715 -3.5075 -0.2850
Cl: -0.4120 -3.7070 -2.0109
H: 0.4346 -3.8368 0.2611
H: -0.8214 -2.5247 -0.1502
C: 5.3641 0.5651 -5.0475
C: 4.8786 1.3475 -3.8280
C: 6.1590 1.7982 -3.0751
C: 4.2178 2.6092 -4.3343
C: 3.9646 0.4422 -2.8607
O: 4.8662 -0.5592 -2.5299
C: 2.6443 0.1397 -3.6357
C: 2.0710 -1.2227 -3.5485
C: 3.0189 -2.2602 -4.1110
C: 3.7969 -3.0780 -3.3022
C: 4.7744 -3.8834 -3.8535
C: 5.0208 -3.9354 -5.1991
Cl: 6.3635 -4.8491 -5.7841
C: 4.1738 -3.2027 -6.0639
C: 3.1714 -2.4062 -5.4912
C: 3.6414 1.1465 -1.5109
N: 2.7553 0.3182 -0.7326
C: 1.5433 0.6345 -0.3163
N: 1.0388 -0.3276 0.4059
C: 2.0912 -1.2853 0.4635
N: 3.1510 -0.8493 -0.2194
H: 6.0413 1.2661 -5.5554
H: 4.6027 0.2416 -5.7757
H: 5.8337 -0.3462 -4.7049
H: 6.6389 2.5605 -3.6654
H: 6.8475 0.9966 -2.8700
H: 5.8455 2.3480 -2.1828
H: 4.8668 3.2005 -5.0564
H: 3.9889 3.3262 -3.5564
H: 3.2600 2.4470 -4.8368
H: 4.5003 -1.0178 -1.7518
H: 2.9167 0.3558 -4.7017
H: 1.8715 0.8302 -3.3202
H: 1.1422 -1.1608 -4.1474
H: 1.7949 -1.5125 -2.5370
H: 3.7525 -3.0030 -2.2633
H: 5.4198 -4.4620 -3.1611
H: 4.1909 -3.4211 -7.1246
H: 2.5552 -1.8042 -6.1345
H: 3.1155 2.1602 -1.6288
H: 4.5751 1.3051 -0.9933
H: 0.9506 1.4977 -0.6152
H: 2.0228 -2.1128 1.1653
Br: 5.1964 -4.6174 7.4652
C: 4.0539 -4.3840 5.9742
C: 4.0359 -5.3385 4.9605
C: 3.2170 -5.0797 3.8473
C: 2.3214 -4.0232 3.8795
C: 2.3729 -3.0981 4.9996
C: 3.2212 -3.2600 6.0432
C: 1.3528 -3.6911 2.7602
O: 1.5673 -4.3392 1.7379
O: 0.5802 -2.7516 3.0604
H: 4.7046 -6.1569 5.1376
H: 3.2667 -5.7598 2.9724
H: 1.7523 -2.2246 4.9650
H: 3.1515 -2.6030 6.8567
O: -5.6864 1.8840 6.6418
C: -5.3326 1.7465 5.4963
N: -6.0830 2.3353 4.4308
C: -5.2660 2.3694 3.2720
C: -4.1583 1.3717 3.7222
O: -3.2425 1.0453 2.9622
N: -4.3210 0.9711 4.9720
C: -4.8030 3.8253 3.0545
C: -5.7005 4.7870 2.6220
C: -5.3602 6.1233 2.5700
C: -4.0251 6.5357 2.8267
C: -3.1310 5.5575 3.2518
C: -3.4543 4.2508 3.3838
C: -5.9461 1.8853 1.9996
C: -5.4688 2.1464 0.7460
C: -6.1121 1.6121 -0.3812
C: -7.2884 0.8919 -0.2459
C: -7.7873 0.6429 1.0488
C: -7.1311 1.1155 2.1544
H: -6.5804 3.1932 4.6772
H: -6.6444 4.5458 2.1017
H: -6.0324 6.9094 2.2347
H: -3.8133 7.5672 2.6730
H: -2.1265 5.8279 3.5474
H: -2.7730 3.5006 3.7427
H: -4.6010 2.7377 0.5461
H: -5.7317 1.8426 -1.3466
H: -7.8152 0.5393 -1.1408
H: -8.6808 -0.0446 1.1795
H: -7.4066 0.8316 3.1804

The strongest force on any atom results, record by record, are as follows: 5.17; 5.63; 1.96; 0.66; 0.45; 2.40; 2.33; 3.66 eV/A.